240
Properties=species:S:1:pos:R:3:mulliken_charge:R:1 method="wB97M-V/def2-TZVPD" e_tot_ev=-106512.1364 e_homo_ev=-7.86 orbital_gap_ev=8.35 e_lumo_ha=0.0180 smiles=CC1(C)CCCC(C)(C)N1O.CC1(C)CCCC(C)(C)N1O.CC1(C)CCCC(C)(C)N1O.CC1(C)CCCC(C)(C)N1O.CC1(C)CCCC(C)(C)N1O.CC1(C)CCCC(C)(C)N1O.CC(C)O.CC(C)O.CC(C)O.CC(C)O.CO.CO
C 2.6961 -4.6848 -2.2538 -0.955
C 2.9432 -5.8370 -3.2888 1.498
C 2.6392 -7.2116 -2.7033 -1.717
C 1.9899 -5.7737 -4.5520 -1.555
C 2.2937 -4.6964 -5.5718 0.603
C 3.7635 -4.7591 -5.9845 -2.039
C 4.8209 -4.8075 -4.8265 1.873
C 6.0556 -5.3159 -5.5808 -2.130
C 5.0963 -3.4058 -4.2536 -1.722
N 4.3270 -5.7437 -3.7812 0.409
O 5.3189 -5.9723 -2.8525 -0.477
H 3.2541 -4.6287 -1.3191 0.397
H 2.7794 -3.7155 -2.7453 0.157
H 1.6817 -4.7648 -1.8629 0.047
H 1.6973 -7.0155 -2.1909 0.085
H 2.6249 -7.9089 -3.5409 0.535
H 3.3528 -7.4869 -1.9267 0.404
H 1.9299 -6.6950 -5.1313 0.639
H 0.9144 -5.7853 -4.3752 0.260
H 1.6784 -4.8944 -6.4494 0.906
H 2.1559 -3.7308 -5.0854 -0.801
H 3.8958 -3.8331 -6.5442 0.466
H 3.9953 -5.5212 -6.7285 0.470
H 6.8636 -5.4368 -4.8592 0.508
H 6.3402 -4.7889 -6.4915 0.363
H 6.0435 -6.3847 -5.7943 0.499
H 5.6286 -3.4910 -3.3063 0.320
H 4.1888 -2.8075 -4.1722 0.086
H 5.7754 -2.8858 -4.9293 0.527
H 5.8120 -6.6727 -3.2860 0.379
C -1.7679 -6.4672 -1.2222 -1.993
C -2.7861 -5.4186 -0.5794 1.261
C -2.0914 -4.0456 -0.7167 -1.365
C -4.0966 -5.3930 -1.3961 -0.403
C -5.0331 -6.5439 -1.1367 -1.092
C -5.4059 -6.4477 0.3371 -0.962
C -4.1151 -6.5865 1.2437 1.326
C -4.5870 -6.2104 2.5961 -2.283
C -3.6017 -8.0159 1.2536 -1.540
N -3.1051 -5.6103 0.8086 1.750
O -1.9834 -5.5670 1.6577 -0.598
H -0.8287 -6.5562 -0.6762 0.428
H -2.2379 -7.4409 -1.3603 0.491
H -1.4558 -6.1210 -2.2075 0.379
H -1.1154 -4.0595 -0.2316 0.876
H -1.7884 -3.8576 -1.7467 -0.315
H -2.5938 -3.1633 -0.3202 -0.243
H -4.6838 -4.4900 -1.2287 -0.212
H -3.7768 -5.4040 -2.4380 0.600
H -5.9376 -6.4740 -1.7409 0.489
H -4.6477 -7.5329 -1.3846 0.397
H -6.0063 -7.3479 0.4687 0.422
H -5.9954 -5.5811 0.6363 0.299
H -3.7796 -6.2586 3.3268 0.276
H -5.2444 -7.0070 2.9444 0.519
H -5.0097 -5.2076 2.6584 0.377
H -4.3959 -8.7537 1.3677 0.380
H -2.7807 -8.1316 1.9612 0.336
H -3.1555 -8.1689 0.2710 0.372
H -2.0182 -4.6757 2.0125 0.138
C -0.4979 -2.7289 -4.9271 -1.718
C -0.5047 -1.2252 -4.8320 1.625
C 0.9659 -0.7566 -4.6798 -1.609
C -0.9749 -0.7434 -6.2364 -1.360
C -2.4604 -0.8322 -6.3538 -0.644
C -3.1142 -0.1063 -5.1717 -1.751
C -2.7223 -0.5824 -3.7631 1.922
C -3.3321 0.5664 -2.8948 -2.218
C -3.4446 -1.8646 -3.3983 -1.025
N -1.2146 -0.6292 -3.6532 0.504
O -0.7331 -1.0598 -2.4569 2.248
H -1.4159 -3.1838 -5.2992 0.393
H 0.0726 -3.1114 -5.7735 0.339
H -0.3159 -3.1692 -3.9468 0.152
H 1.0736 0.3275 -4.6467 -0.154
H 1.3316 -1.1346 -3.7250 0.012
H 1.6066 -1.2193 -5.4305 0.546
H -0.7754 0.3030 -6.4674 0.331
H -0.5944 -1.3600 -7.0507 0.355
H -2.8672 -0.3837 -7.2601 0.507
H -2.8351 -1.8545 -6.3012 0.372
H -4.1952 -0.0872 -5.3104 0.502
H -2.8522 0.9420 -5.3147 0.318
H -3.0483 0.4395 -1.8501 -0.009
H -4.4178 0.4863 -2.8418 0.575
H -2.9969 1.5765 -3.1305 0.466
H -4.5127 -1.7547 -3.5857 0.519
H -3.3292 -2.0368 -2.3282 -0.305
H -2.9661 -2.6768 -3.9455 0.202
H -0.1366 -0.3750 -2.1458 -0.857
C -0.9508 0.6136 0.5868 -0.168
C 0.5622 0.9490 0.9075 1.858
C 0.6564 2.4657 0.6511 0.032
C 0.8391 0.7492 2.4858 -1.010
C 1.0837 -0.7085 2.8173 0.078
C 2.2513 -1.2512 1.9452 -1.567
C 2.0401 -1.0787 0.3815 1.215
C 3.3579 -1.3566 -0.3072 -1.212
C 1.1267 -2.1757 -0.1757 -0.547
N 1.6099 0.2613 0.0695 0.641
O 1.6902 0.5701 -1.3222 0.148
H -1.3358 -0.3062 1.0270 0.013
H -1.6690 1.3514 0.9442 -0.601
H -1.1667 0.4965 -0.4752 -0.008
H 1.6293 2.9024 0.8764 -1.044
H 0.3881 2.7312 -0.3715 -0.139
H -0.0614 2.8910 1.3526 -0.103
H 1.7266 1.3455 2.6972 -0.067
H -0.0350 1.0537 3.0615 0.447
H 1.2645 -0.8313 3.8851 0.790
H 0.2275 -1.3622 2.6508 -0.357
H 2.3450 -2.3197 2.1392 0.510
H 3.1826 -0.8060 2.2952 0.230
H 3.4131 -1.0347 -1.3471 0.204
H 3.5449 -2.4231 -0.1816 0.250
H 4.1355 -0.7573 0.1663 -0.320
H 0.1009 -1.9953 0.1456 -0.266
H 1.3969 -3.1566 0.2155 0.979
H 1.0875 -2.2728 -1.2606 -0.361
H 2.3571 1.2599 -1.2890 0.076
C -4.1107 2.3538 2.9962 -1.463
C -4.1723 3.7170 2.3464 2.090
C -5.5558 4.3151 2.4217 -1.895
C -3.1413 4.5991 3.0875 -1.590
C -2.7171 5.8345 2.4947 -0.528
C -2.0516 5.4797 1.1330 -1.446
C -3.0900 4.7316 0.1968 2.486
C -4.2298 5.6744 -0.3581 -1.936
C -2.2882 4.2454 -0.9694 -2.085
N -3.6702 3.5704 0.9492 0.992
O -4.4580 2.6884 0.1493 -0.613
H -3.3543 1.7266 2.5243 0.155
H -3.8557 2.3447 4.0559 0.283
H -5.0408 1.7989 2.8742 0.313
H -5.8953 4.4440 3.4495 0.396
H -5.6861 5.2150 1.8206 0.317
H -6.2384 3.5612 2.0295 0.437
H -3.4357 4.8388 4.1093 0.674
H -2.2410 4.0237 3.3030 0.105
H -3.6007 6.4320 2.2706 0.393
H -2.1357 6.4122 3.2132 0.176
H -1.0834 4.9841 1.2039 -0.206
H -1.7549 6.4137 0.6558 0.595
H -3.9820 6.1817 -1.2904 0.392
H -4.4355 6.5013 0.3216 0.373
H -5.1254 5.0848 -0.5540 0.380
H -1.6201 5.0102 -1.3654 0.488
H -3.0248 3.9242 -1.7058 0.718
H -1.7604 3.3039 -0.8173 -0.194
H -3.8774 1.9328 0.0331 0.237
C 2.0687 4.3109 3.9022 -1.249
C 2.8403 5.6792 4.1389 2.277
C 4.3575 5.3381 4.0163 -2.046
C 2.5258 6.6544 3.0192 -1.040
C 1.1404 7.3734 3.0547 -0.115
C 0.9080 7.8913 4.5300 -1.520
C 1.1549 6.9086 5.6947 1.738
C 1.0368 7.7626 6.9560 -2.118
C -0.0683 5.8544 5.7248 -1.021
N 2.5030 6.3143 5.4724 0.297
O 2.9997 5.6619 6.5414 -0.480
H 0.9797 4.3382 3.8650 -0.082
H 2.2471 3.7481 2.9859 0.104
H 2.3481 3.6051 4.6844 0.480
H 4.7537 4.7687 4.8570 0.333
H 4.6017 4.8634 3.0659 0.157
H 4.9691 6.2401 3.9932 0.613
H 3.3917 7.3125 2.9478 0.646
H 2.6626 6.1412 2.0674 -0.226
H 1.2099 8.2234 2.3759 0.629
H 0.4398 6.6688 2.6066 -0.518
H -0.1557 8.1293 4.5217 0.501
H 1.2613 8.9115 4.6799 0.424
H 0.1692 8.4224 6.9435 0.420
H 1.7640 8.5284 7.2255 0.415
H 1.0645 7.0153 7.7490 0.451
H 0.3039 4.9354 6.1776 0.397
H -0.3427 5.5484 4.7153 -0.301
H -0.9303 6.1178 6.3378 0.406
H 3.7945 6.1541 6.7594 0.362
C 3.6920 4.3123 -0.1388 -0.209
C 4.7829 4.9438 -1.0716 0.434
C 6.2049 4.5824 -0.7298 -1.494
O 4.5181 4.4579 -2.3540 -0.579
H 3.8142 4.8747 0.7869 -0.184
H 3.6545 3.2232 -0.1168 0.083
H 2.6867 4.5520 -0.4852 0.327
H 4.7173 6.0317 -1.0539 0.268
H 6.9259 5.0983 -1.3639 0.414
H 6.3893 3.5085 -0.6999 0.325
H 6.5074 4.8123 0.2918 0.312
H 3.5933 4.5891 -2.5758 0.394
C 0.2830 -4.0275 4.3046 -1.294
C -1.1102 -3.5945 4.8726 0.739
C -1.1477 -2.1392 5.3433 -1.414
O -2.0432 -3.6992 3.7735 -0.321
H 0.1382 -5.0439 3.9385 0.384
H 1.1045 -3.9404 5.0156 0.482
H 0.6395 -3.4296 3.4659 0.015
H -1.4084 -4.2606 5.6823 0.279
H -1.1395 -1.4648 4.4870 0.199
H -0.2067 -1.7328 5.7141 0.426
H -1.9832 -1.8754 5.9918 0.424
H -2.7860 -3.1119 3.9312 0.146
C -6.6708 -2.5102 0.1928 -1.877
C -5.2007 -2.2547 0.4391 3.043
C -4.9275 -0.7311 0.7403 -1.372
O -4.8411 -2.9283 1.5384 -0.748
H -6.8625 -3.5458 -0.0881 0.384
H -6.9908 -1.9923 -0.7113 0.369
H -7.3103 -2.1078 0.9784 0.399
H -4.6836 -2.5338 -0.4789 -1.160
H -3.8512 -0.5691 0.6819 -0.249
H -5.3360 -0.4017 1.6956 0.455
H -5.3298 -0.0479 -0.0077 0.463
H -4.3944 -3.7582 1.3555 0.103
C -0.0482 2.9206 -3.6489 -0.554
C 1.4848 3.1134 -3.7580 0.703
C 1.9300 3.7378 -5.0224 -1.768
O 1.8258 4.1142 -2.8186 -0.293
H -0.3158 2.3785 -4.5558 0.336
H -0.6115 3.8531 -3.6834 0.640
H -0.3088 2.3218 -2.7762 -0.365
H 2.0904 2.2264 -3.5722 -0.052
H 2.0876 2.9379 -5.7458 0.387
H 2.8938 4.2366 -4.9199 0.386
H 1.2994 4.4943 -5.4894 0.326
H 1.3253 4.9209 -2.9609 0.256
C 4.4154 1.1451 5.2167 -0.296
O 4.0248 0.8840 6.5367 -0.582
H 3.6605 0.7913 4.5145 0.088
H 4.6181 2.1934 4.9976 0.111
H 5.3922 0.6895 5.0544 0.303
H 3.6133 1.6867 6.8650 0.328
C 6.2750 1.1410 1.9366 0.033
O 6.2991 2.5654 2.0285 -0.412
H 7.2456 0.8845 1.5120 0.388
H 6.1919 0.6795 2.9206 0.099
H 5.5188 0.7116 1.2794 -0.357
H 7.1758 2.9453 1.9353 0.266



89
Properties=species:S:1:pos:R:3:mulliken_spin:R:1 method="wB97M-V/def2-TZVPD" e_tot_ev=-86359.4626 e_above_lowest_kj_mol=140.3 e_homo_ev="-12.26 / -12.26" orbital_gap_ev="5.57 / 5.30" s_squared=3.77 e_lumo_ha="-0.2459 / -0.2556" charge=+2 multiplicity=4
Re 0.2001 -0.3069 -0.7788 2.267
C -0.9020 2.9017 -0.4150 -0.010
N 0.1868 2.1638 0.2140 0.120
C 1.5076 2.7365 0.0316 0.021
C 2.2025 2.0148 -1.0705 -0.002
N 1.9356 0.7514 -1.4100 0.065
C 2.9422 0.3832 -2.3619 -0.019
C 3.2523 -0.8106 -3.0010 0.022
C 4.3508 -0.8265 -3.8366 -0.001
C 5.1407 0.3131 -4.0436 0.002
C 4.8541 1.4996 -3.4049 0.002
C 3.7533 1.4933 -2.5633 -0.008
N 3.2403 2.4939 -1.7319 0.010
C -1.8723 1.9164 -0.9625 0.045
N -1.5953 0.6266 -1.0994 0.094
C -2.7707 -0.0158 -1.5784 -0.012
C -3.0585 -1.3468 -1.8606 0.018
C -4.3369 -1.6252 -2.2997 0.001
C -5.3019 -0.6175 -2.4646 0.002
C -5.0165 0.7038 -2.1878 0.005
C -3.7322 0.9706 -1.7336 0.003
N -3.1199 2.1685 -1.3290 0.021
H -1.4146 3.5659 0.2817 0.002
H -0.5155 3.5180 -1.2283 0.003
H 0.0009 1.9641 1.1920 -0.011
H 1.4823 3.8080 -0.1784 -0.001
H 2.0917 2.6030 0.9455 -0.001
H 2.6757 -1.7051 -2.8721 0.008
H 4.6040 -1.7471 -4.3478 0.000
H 5.9935 0.2558 -4.7064 0.000
H 5.4579 2.3874 -3.5494 0.000
H 3.6219 3.4211 -1.6216 0.001
H -2.3257 -2.1309 -1.7327 0.031
H -4.6049 -2.6515 -2.5212 0.000
H -6.2914 -0.8826 -2.8150 0.000
H -5.7524 1.4885 -2.3210 0.000
H -3.5539 3.0795 -1.3175 -0.001
Cl 1.0524 2.6988 3.1598 0.000
C 0.6884 2.3367 4.8510 0.000
C 0.7796 3.3739 5.7570 0.000
C 0.5208 3.1235 7.0929 0.000
C 0.1165 1.8576 7.4758 0.000
C -0.0053 0.8393 6.5443 0.000
Cl -0.7137 -0.6478 7.0772 0.000
C 0.3410 1.0284 5.2052 0.000
N 0.2894 0.0403 4.2253 -0.002
C 0.6030 -1.3351 4.3572 -0.002
C 1.5958 -1.7626 5.2291 0.000
C 1.9135 -3.1065 5.3379 0.001
C 1.2515 -4.0473 4.5616 0.000
C 0.2776 -3.6220 3.6760 -0.001
C -0.0591 -2.2735 3.5695 0.007
C -1.1867 -1.8697 2.6449 0.015
C -0.6796 -1.2415 1.4071 0.053
O -0.9789 -1.6778 0.2287 -0.029
O 0.0930 -0.2271 1.4059 0.038
H 1.0570 4.3629 5.4180 0.000
H 0.6136 3.9148 7.8244 0.000
H -0.1392 1.6498 8.5074 0.000
H 0.2406 0.3771 3.2839 -0.005
H 2.1283 -1.0255 5.8195 0.000
H 2.6819 -3.4202 6.0342 0.000
H 1.4840 -5.1008 4.6528 0.000
H -0.2629 -4.3508 3.0781 0.000
H -1.8400 -1.1376 3.1369 0.001
H -1.7825 -2.7327 2.3576 0.000
C -1.6070 -6.8628 -0.0008 0.000
C -1.1217 -5.6469 -0.7474 -0.001
C -1.6623 -5.2923 -1.9788 0.000
C -1.1904 -4.2096 -2.7117 0.001
C -1.7919 -3.8821 -4.0609 0.003
C -0.1448 -3.4479 -2.1764 0.032
C 0.4142 -3.7823 -0.9332 -0.026
C 1.5988 -3.0822 -0.2984 0.060
C -0.0965 -4.8668 -0.2336 0.004
C 0.3897 -2.3267 -3.0167 -0.002
O 0.9261 -2.4641 -4.0643 0.021
O 0.1303 -1.0338 -2.5420 0.147
H -2.5389 -7.2396 -0.4165 0.000
H -1.7602 -6.6458 1.0578 0.000
H -0.8657 -7.6621 -0.0625 0.000
H -2.4703 -5.8892 -2.3910 0.000
H -2.6703 -4.4983 -4.2491 0.000
H -1.0728 -4.0649 -4.8606 0.000
H -2.0860 -2.8329 -4.1292 -0.001
H 1.6793 -1.9821 -0.5005 -0.001
H 2.5526 -3.4638 -0.6609 0.002
H 1.5836 -3.1853 0.7859 0.008
H 0.3346 -5.1266 0.7310 0.001



no.,maximum force (Eh/bohr)
1,0.083
2,0.016